78
Properties=species:S:1:pos:R:3 method="wB97M-V/def2-TZVPD" gap_ev=10.65 smiles="COC(=O)OC.COC(=O)OC.COC(=O)OC.COC(=O)OC.O=C1OCCO1.O=C1OCCO1.O=C1OCCO1" multiplicity=1
C 6.45 -1.41 -1.68
O 5.05 -1.15 -1.74
C 4.38 -0.71 -0.68
O 3.19 -0.56 -0.69
O 5.19 -0.55 0.37
C 4.55 -0.14 1.57
H 7.03 -0.70 -1.09
H 6.80 -1.26 -2.70
H 6.62 -2.42 -1.33
H 5.24 0.07 2.38
H 3.78 -0.82 1.91
H 4.01 0.80 1.37
C 2.07 -1.55 -3.48
O 1.10 -2.34 -4.19
C -0.17 -2.09 -4.02
O -0.63 -1.15 -3.42
O -0.89 -3.03 -4.63
C -2.29 -2.83 -4.62
H 2.09 -1.78 -2.42
H 1.85 -0.49 -3.58
H 2.97 -1.85 -4.01
H -2.77 -3.78 -4.83
H -2.72 -2.05 -5.24
H -2.56 -2.52 -3.60
C 1.02 -3.90 -0.95
O 0.88 -5.26 -0.56
C 0.10 -5.99 -1.34
O -0.72 -5.53 -2.09
O 0.34 -7.27 -1.11
C -0.53 -8.25 -1.66
H 0.08 -3.39 -0.73
H 1.13 -3.86 -2.03
H 1.84 -3.36 -0.49
H -1.33 -7.82 -2.26
H -0.89 -8.81 -0.79
H 0.02 -8.96 -2.28
C 0.80 3.84 2.40
O 0.89 5.25 2.54
C 0.88 5.79 3.75
O 0.89 6.95 3.96
O 0.87 4.86 4.70
C 0.91 5.23 6.05
H -0.22 3.56 2.66
H 1.50 3.27 3.00
H 0.87 3.50 1.37
H 1.64 6.02 6.24
H 1.18 4.37 6.65
H -0.05 5.58 6.44
O -2.34 3.87 -1.61
C -1.51 4.17 -2.40
O -1.52 5.32 -3.11
C -0.44 5.31 -4.05
C 0.40 4.11 -3.61
O -0.44 3.42 -2.71
H -0.81 5.26 -5.07
H 0.17 6.21 -3.97
H 1.40 4.36 -3.24
H 0.53 3.50 -4.50
O -8.60 0.80 5.15
C -7.54 0.34 4.86
O -7.02 0.16 3.61
C -5.80 -0.59 3.72
C -5.39 -0.36 5.16
O -6.64 -0.13 5.76
H -5.97 -1.63 3.47
H -5.12 -0.10 3.03
H -4.68 0.46 5.32
H -4.94 -1.26 5.57
O -2.55 0.14 2.41
C -1.67 0.32 1.63
O -1.37 1.49 1.06
C -0.44 1.35 -0.02
C 0.03 -0.13 0.25
O -0.90 -0.67 1.16
H -0.75 1.40 -1.06
H 0.37 2.06 0.12
H 1.02 -0.07 0.70
H 0.08 -0.62 -0.72

20
Properties=species:S:1:pos:R:3 method="wB97M-V/def2-TZVPD" gap_ev=9.73 smiles=NCC[C@@H](N)CN multiplicity=1
N -1.70 1.50 -0.96
C -1.05 1.93 0.19
C -0.41 0.71 0.98
C 0.20 -0.25 0.02
N 1.33 0.49 -0.72
C 0.68 -1.61 0.74
N 0.89 -2.81 -0.13
H -1.24 1.53 -1.89
H -2.63 1.24 -0.96
H -0.23 2.74 -0.08
H -1.89 2.57 0.72
H -1.29 0.18 1.33
H 0.11 0.86 1.96
H -0.50 -0.56 -0.72
H 1.47 1.27 -0.04
H 2.11 -0.09 -0.56
H -0.04 -1.78 1.59
H 1.65 -1.37 1.18
H 0.41 -2.78 -1.01
H 1.90 -2.80 -0.43

8
Properties=species:S:1:pos:R:3 method="wB97M-V/def2-TZVPD" gap_ev="7.82 / 7.66" multiplicity=1
C 1.69 0.52 -0.63
C -1.49 -0.42 0.13
N -0.23 -0.92 0.50
Br 2.92 -0.64 0.05
Br 2.07 2.29 -0.05
H -1.46 0.63 0.29
H -2.10 -1.03 0.72
H -1.40 -0.43 -1.01

89
Properties=species:S:1:pos:R:3 method="wB97M-V/def2-TZVPD" gap_ev="6.42 / 7.10" charge=-1 multiplicity=2
Au 1.40 2.51 -1.20
N 3.57 2.81 -1.25
C 3.70 4.13 -0.58
C 2.70 5.12 -1.19
O 3.04 6.29 -1.32
O 1.56 4.62 -1.53
H 4.06 2.07 -0.76
H 3.90 2.84 -2.21
H 4.71 4.54 -0.64
H 3.43 3.99 0.47
C -5.18 -2.23 -1.58
C -4.29 -1.02 -1.69
C -3.03 -1.11 -2.28
C -2.24 0.02 -2.45
C -2.69 1.25 -1.99
C -3.93 1.36 -1.39
C -4.72 0.23 -1.24
S -1.64 2.69 -2.15
O -2.52 3.83 -2.12
O -0.85 2.44 -3.34
N -0.71 2.58 -0.85
C -0.95 3.57 0.22
C -0.04 3.38 1.46
O -0.31 4.09 2.43
O 0.89 2.50 1.40
H -4.61 -3.15 -1.71
H -5.96 -2.21 -2.35
H -5.67 -2.26 -0.62
H -2.67 -2.07 -2.63
H -1.28 -0.06 -2.94
H -4.27 2.33 -1.05
H -5.70 0.31 -0.77
H -1.98 3.51 0.57
H -0.79 4.60 -0.13
C -5.16 -3.67 2.14
C -3.94 -2.89 1.74
C -2.86 -3.49 1.11
C -1.71 -2.78 0.78
C -0.58 -3.52 0.14
C -1.63 -1.42 1.10
Te 0.00 -0.02 0.59
N 1.30 0.26 -0.95
C 1.26 -0.57 -2.01
O 0.61 -1.63 -2.09
C 2.22 -0.19 -3.11
C 1.99 0.89 -3.96
C 2.93 1.20 -4.94
C 4.08 0.44 -5.08
C 4.30 -0.64 -4.23
C 3.37 -0.96 -3.26
C 1.47 -0.75 1.97
C 1.38 -0.19 3.26
C 0.15 0.51 3.77
C 2.46 -0.32 4.13
C 3.61 -1.00 3.77
C 4.76 -1.12 4.72
C 3.65 -1.60 2.51
C 2.60 -1.50 1.61
C 2.74 -2.25 0.31
C -2.75 -0.75 1.64
C -2.89 0.72 1.96
C -3.87 -1.53 1.98
H -5.04 -4.73 1.90
H -6.05 -3.31 1.62
H -5.35 -3.59 3.21
H -2.91 -4.56 0.88
H -0.92 -4.46 -0.29
H 0.18 -3.74 0.89
H -0.11 -2.94 -0.66
H 1.08 1.47 -3.86
H 2.74 2.03 -5.60
H 4.81 0.69 -5.84
H 5.20 -1.24 -4.34
H 3.53 -1.81 -2.60
H -0.75 0.07 3.35
H 0.16 1.58 3.52
H 0.09 0.39 4.85
H 2.38 0.13 5.11
H 4.68 -0.39 5.53
H 5.72 -0.95 4.21
H 4.81 -2.11 5.17
H 4.53 -2.16 2.22
H 3.79 -2.51 0.15
H 2.38 -1.72 -0.56
H 2.19 -3.19 0.35
H -2.27 1.38 1.37
H -2.65 0.92 3.01
H -3.93 1.02 1.80
H -4.72 -1.02 2.42

147
Properties=species:S:1:pos:R:3 method="wB97M-V/def2-TZVPD" gap_ev=8.59 charge=-1 multiplicity=1
P 0.23 -0.02 0.58
F 1.67 -0.45 -0.04
F 0.37 1.44 -0.12
F -0.47 -0.61 -0.76
F -1.21 0.42 1.16
F 0.07 -1.47 1.28
F 0.98 0.51 1.92
C 3.26 5.94 -1.73
C 3.15 5.06 -0.47
N 1.88 5.26 0.22
C 1.51 4.05 0.96
C 2.29 3.75 2.24
C 1.97 6.47 1.02
C 0.65 6.80 1.70
H 4.21 5.76 -2.24
H 3.21 7.00 -1.47
H 2.45 5.72 -2.43
H 3.25 4.06 -0.89
H 3.97 5.31 0.21
H 0.46 3.99 1.25
H 1.64 3.22 0.27
H 1.99 4.43 3.04
H 1.97 2.76 2.59
H 3.35 3.68 2.00
H 2.16 7.31 0.35
H 2.78 6.48 1.77
H -0.13 6.92 0.95
H 0.73 7.76 2.21
H 0.27 6.03 2.38
C -2.82 -3.40 0.87
C -4.14 -3.53 0.10
N -4.49 -4.92 -0.18
C -5.68 -4.99 -1.03
C -5.39 -4.54 -2.46
C -4.69 -5.70 1.05
C -5.92 -5.35 1.90
H -2.15 -4.16 0.46
H -3.00 -3.61 1.92
H -2.34 -2.44 0.67
H -4.93 -3.00 0.67
H -3.95 -3.06 -0.87
H -5.97 -6.05 -1.11
H -6.52 -4.47 -0.54
H -4.51 -5.09 -2.79
H -6.22 -4.78 -3.13
H -5.24 -3.47 -2.53
H -3.81 -5.59 1.68
H -4.73 -6.75 0.75
H -6.85 -5.59 1.38
H -5.93 -4.30 2.19
H -5.92 -5.94 2.82
C 4.09 1.56 0.32
O 4.33 1.95 -0.81
N 5.02 1.19 1.24
C 4.59 0.64 2.50
C 6.43 1.08 0.98
H 3.08 1.54 0.75
H 4.87 1.24 3.38
H 5.05 -0.34 2.68
H 3.52 0.45 2.52
H 6.67 1.52 0.01
H 7.01 1.54 1.78
H 6.74 0.03 0.97
C 2.69 -3.18 2.67
O 2.46 -3.06 3.85
N 2.98 -4.35 2.03
C 2.99 -5.61 2.73
C 3.27 -4.38 0.63
H 2.72 -2.34 1.96
H 3.88 -6.18 2.49
H 2.12 -6.23 2.53
H 2.97 -5.40 3.80
H 3.29 -3.36 0.23
H 4.24 -4.80 0.34
H 2.52 -4.93 0.06
C 0.73 -3.44 -2.13
O 1.77 -4.06 -2.27
N -0.36 -3.61 -2.92
C -1.60 -2.90 -2.69
C -0.32 -4.39 -4.14
H 0.50 -2.68 -1.37
H -2.47 -3.55 -2.66
H -1.69 -2.17 -3.50
H -1.62 -2.31 -1.77
H -0.46 -3.71 -4.99
H 0.66 -4.82 -4.29
H -1.11 -5.14 -4.15
C -5.25 1.67 -2.35
O -6.41 1.42 -2.57
N -4.22 0.78 -2.50
C -2.86 1.14 -2.13
C -4.50 -0.57 -2.91
H -4.84 2.63 -1.99
H -2.20 0.76 -2.92
H -2.55 0.53 -1.27
H -2.76 2.19 -1.91
H -5.53 -0.70 -3.19
H -3.83 -0.89 -3.72
H -4.28 -1.24 -2.07
C 5.25 0.01 -3.64
O 6.35 -0.09 -4.18
N 4.68 -1.04 -3.01
C 3.39 -0.93 -2.39
C 5.15 -2.40 -3.13
H 4.65 0.92 -3.62
H 2.67 -1.64 -2.80
H 2.93 0.06 -2.45
H 3.42 -1.16 -1.32
H 6.12 -2.48 -3.62
H 5.14 -2.87 -2.14
H 4.48 -2.95 -3.81
C -0.37 -1.21 4.55
O 0.52 -1.53 5.32
N -1.66 -1.60 4.62
C -2.67 -0.89 3.84
C -2.13 -2.65 5.47
H -0.17 -0.50 3.74
H -3.35 -1.63 3.41
H -2.22 -0.32 3.04
H -3.21 -0.28 4.56
H -2.48 -3.52 4.91
H -1.35 -3.05 6.10
H -2.90 -2.26 6.15
C 2.00 2.52 -3.43
O 2.69 2.17 -4.37
N 1.00 3.42 -3.53
C 0.09 3.68 -2.43
C 0.64 4.12 -4.77
H 2.11 2.13 -2.40
H 0.00 4.76 -2.29
H 0.38 3.21 -1.50
H -0.93 3.34 -2.65
H 1.09 3.55 -5.58
H -0.43 4.17 -4.87
H 1.13 5.10 -4.69
C -1.98 2.97 3.17
O -2.11 2.77 4.37
N -2.27 4.16 2.57
C -2.13 4.30 1.13
C -2.75 5.28 3.32
H -1.62 2.20 2.47
H -1.40 5.07 0.90
H -3.09 4.56 0.68
H -1.77 3.37 0.69
H -3.74 5.60 2.97
H -2.84 5.06 4.37
H -2.09 6.15 3.22

ΔE to the lowest compared entry with this formula, charge and spin, record by record: 102.4 173.6 668.1 0.0 0.0 kJ/mol
Calculated total energy, record by record: -2401.83001 -324.40879 -5280.51452 -2888.69467 -3513.65178 hartree